Record 1
94
Properties=species:S:1:pos:R:3:forces:R:3 method="wB97M-V/def2-TZVPD" energy_ha=-6009.3286 e_homo_ev=-7.60 lumo_ev=-0.35 de_lowest_kcal_mol=20.5 homo_lumo_gap_ev=7.253 spin_multiplicity=1 total_charge=0
Ti -0.198 -0.903 0.997 -0.863 1.022 -0.211
N -1.380 -1.679 -0.767 -0.137 -0.104 0.036
C -0.535 -2.609 -1.549 0.008 0.076 0.075
C 0.375 -3.338 -0.572 0.162 0.178 -0.075
O 0.578 -4.535 -0.689 0.020 -0.029 -0.019
N 0.881 -2.519 0.399 -0.001 -0.270 -0.019
C 1.196 -3.229 1.642 -0.096 -0.015 -0.148
C 0.011 -3.010 2.596 0.390 -0.082 -0.114
O 0.062 -3.273 3.774 -0.157 -0.097 0.001
O -1.007 -2.437 1.978 -0.188 0.094 0.428
H -2.113 -2.215 -0.306 -0.044 0.040 -0.032
H -1.837 -0.992 -1.355 0.119 0.014 -0.062
H 0.084 -2.017 -2.222 -0.038 0.007 -0.042
H -1.122 -3.327 -2.119 0.033 -0.051 0.031
H 2.112 -2.867 2.108 -0.005 0.027 -0.005
H 1.281 -4.306 1.487 0.127 0.034 -0.142
O 0.848 -0.309 2.335 0.197 -0.001 0.258
N -0.465 0.941 0.235 0.630 -0.503 0.094
C -0.521 2.125 0.649 -0.295 -0.125 -0.030
C -1.349 2.664 1.766 -0.003 0.050 -0.029
C -1.339 4.042 1.971 0.048 -0.017 -0.033
C -2.150 4.622 2.931 -0.032 0.013 0.037
C -2.996 3.823 3.689 0.022 0.012 -0.028
C -3.010 2.451 3.492 -0.007 0.007 -0.011
C -2.179 1.862 2.544 -0.006 0.033 0.028
P -2.216 0.064 2.270 -0.136 -0.286 0.243
C -2.330 -0.623 3.948 -0.009 0.000 -0.010
C -2.895 -1.879 4.165 -0.018 -0.002 -0.018
C -2.841 -2.465 5.418 0.002 0.014 0.014
C -2.196 -1.821 6.463 -0.008 -0.013 -0.004
C -1.599 -0.588 6.248 0.006 0.009 0.003
C -1.664 0.008 4.998 -0.001 0.017 0.005
C -3.857 -0.110 1.486 -0.024 0.032 0.012
C -5.020 -0.461 2.164 0.016 -0.028 -0.010
C -6.234 -0.508 1.492 -0.001 0.000 -0.006
C -6.302 -0.192 0.144 0.002 -0.001 0.009
C -5.151 0.186 -0.535 0.004 0.005 -0.008
C -3.937 0.226 0.133 0.012 0.017 0.016
H 1.058 -0.702 3.190 0.028 0.043 -0.005
H 0.044 2.932 0.155 0.040 -0.082 -0.151
H -0.689 4.657 1.359 -0.004 0.004 0.004
H -2.132 5.693 3.082 0.002 0.001 -0.002
H -3.643 4.267 4.434 0.001 0.002 0.001
H -3.667 1.832 4.091 0.002 -0.007 -0.007
H -3.351 -2.419 3.347 -0.003 0.005 -0.008
H -3.278 -3.443 5.570 0.001 -0.001 -0.002
H -2.140 -2.288 7.437 -0.001 0.001 0.001
H -1.077 -0.088 7.053 0.001 0.002 -0.001
H -1.189 0.969 4.842 0.005 -0.010 0.005
H -4.984 -0.697 3.219 0.004 -0.006 0.012
H -7.131 -0.788 2.029 0.000 -0.001 0.001
H -7.250 -0.230 -0.376 -0.001 0.000 -0.001
H -5.200 0.455 -1.582 0.000 0.000 -0.001
H -3.043 0.558 -0.385 -0.010 -0.005 -0.002
C 4.649 -0.466 -4.331 0.047 -0.078 -0.053
Si 3.161 -1.290 -3.517 0.100 0.014 -0.181
C 2.091 -1.978 -4.903 -0.032 -0.005 0.022
C 3.793 -2.770 -2.561 -0.034 -0.022 0.050
As 1.838 0.058 -2.129 0.023 -0.033 0.189
Si 0.966 1.604 -3.655 0.212 -0.026 -0.029
C 2.211 2.263 -4.894 -0.014 0.000 -0.069
C -0.421 0.701 -4.551 -0.096 0.057 0.003
C 0.188 3.066 -2.787 0.013 0.042 -0.005
Si 3.540 0.943 -0.759 -0.029 -0.055 -0.099
C 2.957 2.240 0.456 0.030 0.058 -0.008
C 4.966 1.716 -1.705 0.085 -0.024 0.035
C 4.091 -0.534 0.267 0.013 -0.005 0.058
H 4.761 -0.884 -5.336 0.052 0.019 0.002
H 5.563 -0.697 -3.778 -0.017 0.025 -0.001
H 4.579 0.616 -4.424 -0.065 -0.005 -0.004
H 2.708 -2.699 -5.447 -0.057 -0.006 -0.042
H 1.755 -1.221 -5.614 0.025 0.040 0.010
H 1.212 -2.509 -4.532 0.014 -0.001 0.021
H 4.206 -3.471 -3.293 0.021 -0.045 0.053
H 3.005 -3.283 -2.006 -0.020 -0.012 -0.030
H 4.586 -2.517 -1.856 0.007 0.027 -0.058
H 2.514 1.502 -5.615 0.016 -0.025 0.021
H 3.110 2.625 -4.391 0.000 0.029 -0.005
H 1.777 3.098 -5.452 0.002 -0.015 -0.005
H -0.280 -0.378 -4.608 0.069 -0.016 -0.010
H -0.529 1.081 -5.570 -0.023 0.000 0.008
H -1.364 0.887 -4.029 0.001 -0.030 -0.006
H 0.927 3.753 -2.368 0.017 -0.024 0.024
H -0.478 2.739 -1.989 -0.025 -0.012 -0.018
H -0.403 3.617 -3.525 -0.004 0.044 0.044
H 2.857 3.234 0.015 -0.071 -0.017 -0.024
H 3.735 2.293 1.225 -0.004 0.074 -0.007
H 2.031 1.960 0.953 -0.036 -0.040 0.025
H 4.615 2.309 -2.551 -0.007 0.040 0.018
H 5.673 0.978 -2.087 -0.041 -0.006 0.000
H 5.509 2.383 -1.029 0.029 -0.013 -0.022
H 3.677 -0.420 1.272 0.012 -0.029 0.009
H 5.180 -0.576 0.349 -0.003 0.000 0.018
H 3.734 -1.489 -0.118 -0.008 0.049 -0.009

---

Record 2
86
Properties=species:S:1:pos:R:3:forces:R:3 method="wB97M-V/def2-TZVPD" energy_ha=-3196.7760 e_homo_ev="-3.66 / -4.96" lumo_ev="2.70 / 2.69" de_lowest_kcal_mol=15.5 homo_lumo_gap_ev="6.359 / 7.649" spin_multiplicity=4 total_charge=-1
V -1.418 0.639 0.233 -0.042 0.084 -0.087
C -3.528 0.931 -0.489 -0.070 0.017 -0.043
C -3.392 1.669 0.718 -0.001 -0.018 0.060
C -2.433 2.694 0.503 -0.066 0.070 -0.005
C -1.974 2.584 -0.839 0.056 0.097 0.040
C -2.661 1.505 -1.454 0.012 -0.021 -0.060
C -2.492 1.035 -2.866 -0.001 -0.014 -0.010
C -0.970 3.467 -1.525 0.007 0.001 0.005
C -2.035 3.716 1.525 0.008 0.023 0.029
C -4.138 1.429 1.996 0.008 -0.025 0.033
C -4.437 -0.237 -0.732 -0.039 -0.033 0.001
H -3.396 1.205 -3.459 -0.006 -0.006 0.004
H -2.259 -0.031 -2.903 -0.015 0.016 0.008
H -1.673 1.563 -3.357 0.010 -0.003 0.004
H -0.617 4.251 -0.856 0.003 -0.007 0.011
H -1.403 3.944 -2.409 -0.006 0.009 0.010
H -0.087 2.912 -1.851 -0.014 -0.012 -0.020
H -1.491 3.260 2.354 -0.013 -0.017 0.032
H -2.914 4.224 1.933 0.003 0.005 -0.011
H -1.380 4.474 1.095 0.011 -0.003 -0.002
H -5.160 1.820 1.950 0.003 0.018 -0.001
H -3.628 1.905 2.834 0.005 0.004 -0.008
H -4.198 0.365 2.236 -0.013 -0.007 -0.019
H -5.157 -0.020 -1.528 -0.004 0.009 0.005
H -5.007 -0.485 0.165 0.015 -0.003 0.005
H -3.885 -1.131 -1.031 -0.007 0.025 -0.006
I -0.328 0.079 2.686 0.068 0.017 0.163
C -0.097 -2.386 -3.652 -0.024 -0.003 -0.026
C -0.664 -3.198 -2.484 0.015 0.007 0.033
C -2.192 -3.208 -2.572 -0.031 -0.019 0.005
C -0.151 -4.636 -2.576 0.017 -0.031 -0.002
Si -0.142 -2.369 -0.841 0.087 -0.131 0.004
O -0.707 -0.882 -0.768 0.075 -0.105 -0.157
C 1.757 -2.332 -0.891 -0.019 0.054 -0.016
C 2.644 -3.369 -0.594 0.002 -0.075 0.027
C 4.016 -3.227 -0.760 0.018 0.006 -0.001
C 4.542 -2.038 -1.246 -0.019 -0.015 0.008
C 3.683 -0.995 -1.560 0.002 0.002 -0.007
C 2.315 -1.146 -1.379 -0.035 0.015 -0.018
C -0.852 -3.436 0.551 0.020 -0.019 -0.008
C -0.326 -4.651 0.997 0.017 -0.047 -0.020
C -0.948 -5.395 1.991 0.003 -0.004 0.017
C -2.127 -4.941 2.565 0.005 0.008 -0.004
C -2.673 -3.740 2.137 0.000 0.017 -0.016
C -2.040 -3.003 1.147 -0.006 0.016 0.010
H -0.448 -2.798 -4.607 0.000 0.011 0.004
H 0.996 -2.407 -3.661 -0.007 0.001 0.003
H -0.411 -1.340 -3.597 0.006 -0.014 -0.005
H -2.517 -3.675 -3.512 0.007 0.017 0.005
H -2.601 -2.196 -2.541 0.025 -0.031 -0.002
H -2.637 -3.775 -1.749 0.000 0.009 0.000
H -0.466 -5.092 -3.523 0.003 0.011 0.002
H -0.542 -5.257 -1.766 -0.003 0.012 -0.011
H 0.941 -4.677 -2.540 0.001 0.003 0.009
H 2.277 -4.319 -0.222 -0.006 0.061 -0.004
H 4.675 -4.050 -0.507 0.005 0.009 -0.008
H 5.612 -1.925 -1.375 -0.003 -0.002 -0.004
H 4.076 -0.059 -1.940 0.005 -0.012 0.014
H 1.648 -0.325 -1.621 0.024 0.007 0.012
H 0.591 -5.041 0.570 -0.049 0.020 0.001
H -0.506 -6.328 2.320 -0.010 -0.003 0.006
H -2.611 -5.515 3.347 0.000 -0.005 -0.003
H -3.586 -3.364 2.585 0.005 -0.012 0.010
H -2.468 -2.054 0.841 0.000 -0.008 0.006
C 1.376 4.045 3.857 0.002 0.024 -0.015
C 2.207 3.056 3.043 0.002 -0.005 0.039
P 1.749 3.094 1.256 -0.035 0.017 0.012
C 2.793 1.723 0.568 0.007 0.039 -0.015
C 4.016 1.250 1.350 0.021 -0.053 0.031
C 2.642 4.621 0.679 -0.016 -0.015 -0.042
C 4.153 4.730 0.846 0.052 -0.031 0.020
H 1.665 4.035 4.910 0.001 -0.014 0.000
H 0.318 3.788 3.795 -0.012 -0.004 0.001
H 1.491 5.070 3.493 0.008 -0.002 0.002
H 1.989 2.039 3.376 -0.017 0.027 0.011
H 3.276 3.226 3.196 -0.013 0.011 -0.025
H 3.071 2.026 -0.449 -0.002 0.005 0.011
H 2.112 0.878 0.455 -0.031 -0.026 0.001
H 4.734 2.048 1.538 0.011 0.024 -0.012
H 4.529 0.451 0.808 -0.028 0.031 -0.009
H 3.717 0.838 2.314 -0.006 0.011 -0.015
H 2.148 5.461 1.179 -0.013 -0.019 0.024
H 2.370 4.724 -0.377 0.043 0.000 -0.007
H 4.449 4.623 1.891 0.004 0.007 -0.014
H 4.525 5.696 0.496 -0.016 0.004 0.006
H 4.670 3.956 0.277 -0.006 -0.010 -0.006